No. 1
DFT (wB97M-V/def2-TZVPD) results for C26H29CoN2O3S2Si as an isolated structure.

Each line ends with the Mulliken spin population.
Atoms and positions in Å:
Co1 0.42 -0.42 0.36  2.82
N1 2.31 -1.14 1.00  0.05
C1 2.40 -2.61 0.77  -0.01
C2 2.13 -2.96 -0.68  0.01
C3 0.71 -2.72 -1.17  0.00
O1 0.42 -3.01 -2.32  0.01
O2 -0.10 -2.17 -0.30  0.04
H1 3.07 -0.67 0.52  0.00
H2 2.41 -0.91 1.98  0.00
H3 1.67 -3.08 1.42  0.00
H4 3.39 -2.97 1.07  0.00
H5 2.35 -4.02 -0.85  0.00
H6 2.80 -2.40 -1.34  0.00
C4 -1.87 -2.53 5.45  0.00
C5 -1.32 -2.93 4.24  0.01
C6 -0.98 -1.98 3.29  0.01
C7 -1.16 -0.61 3.52  -0.02
C8 -1.74 -0.24 4.75  0.00
C9 -2.08 -1.18 5.70  0.00
Si1 -0.58 0.64 2.25  -0.02
C10 -1.81 2.07 2.40  0.01
C11 -1.43 3.40 2.60  0.01
C12 -2.38 4.41 2.80  -0.01
C13 -3.73 4.10 2.81  0.01
C14 -4.14 2.79 2.58  0.00
C15 -3.19 1.80 2.38  0.01
C16 1.05 1.36 2.97  -0.01
C17 1.46 1.19 4.30  0.00
C18 2.67 1.70 4.77  0.00
C19 3.51 2.41 3.91  0.00
C20 3.12 2.60 2.59  0.00
C21 1.92 2.08 2.14  0.05
H7 -2.15 -3.27 6.20  0.00
H8 -1.18 -3.99 4.04  0.00
H9 -0.58 -2.31 2.33  0.02
H10 -1.92 0.82 4.95  0.00
H11 -2.52 -0.87 6.64  0.00
H12 -0.38 3.66 2.62  0.01
H13 -2.05 5.43 2.97  0.00
H14 -4.47 4.88 2.99  0.00
H15 -5.19 2.54 2.58  0.00
H16 -3.53 0.78 2.22  0.00
H17 0.83 0.63 4.99  0.00
H18 2.96 1.54 5.80  0.00
H19 4.45 2.81 4.27  0.00
H20 3.77 3.16 1.92  0.00
H21 1.63 2.26 1.10  -0.02
C22 -3.31 5.69 -0.67  0.01
O3 -1.88 5.42 -0.61  -0.01
C23 -1.48 4.22 -0.91  -0.08
S1 -2.39 2.92 -1.37  0.43
S2 0.15 3.82 -0.88  0.66
H22 -3.40 6.73 -0.37  0.00
H23 -3.83 5.04 0.02  -0.01
H24 -3.67 5.55 -1.68  0.00
C24 -0.10 -0.43 -4.70  0.00
C25 -0.83 0.47 -3.69  0.00
C26 -0.10 0.52 -2.42  0.01
N2 0.50 0.48 -1.45  0.02
H25 -0.70 -0.52 -5.60  0.00
H26 0.05 -1.43 -4.27  0.00
H27 0.87 -0.02 -4.96  0.00
H28 -1.81 0.07 -3.47  0.00
H29 -0.96 1.49 -4.05  0.00

Computed properties:
* E: -103730.33185 eV
* multiplicity: 5
* orbital gap (spin up / spin down): 7.6 / 5.6 eV
* HOMO (spin up / spin down): -7.39 / -7.95 eV
* ΔE to the lowest compared entry with this formula, charge and spin: 7.31 kcal/mol

No. 2
DFT (wB97M-V/def2-TZVPD) results for C26H29CoN5O5S3 as an isolated structure at a distorted geometry.

Each line ends with the Mulliken charge.
Atoms and positions in Å:
Co1 -0.19 0.05 1.18  -0.68
N1 -0.31 -0.28 3.09  0.08
C1 0.28 0.84 3.86  -0.58
C2 1.05 1.75 2.90  0.51
O1 1.70 2.69 3.29  -0.62
O2 0.95 1.40 1.63  -0.79
H1 -1.29 -0.45 3.30  0.37
H2 0.19 -1.15 3.28  0.38
H3 0.94 0.47 4.64  0.35
H4 -0.51 1.41 4.34  0.31
N2 -2.30 5.45 0.71  -0.51
C3 -2.61 4.13 0.76  1.08
C4 -2.93 3.42 -0.41  -0.73
C5 -3.23 2.08 -0.35  -0.32
C6 -3.22 1.41 0.87  -0.34
C7 -2.92 2.10 2.04  -0.53
C8 -2.61 3.44 1.99  -0.85
S1 -3.50 -0.31 0.92  1.11
O3 -4.10 -0.66 2.18  -0.74
O4 -4.04 -0.76 -0.32  -0.67
N3 -1.91 -0.80 1.03  0.58
C9 -1.44 -2.05 0.90  0.70
N4 -0.08 -1.94 0.94  0.49
C10 0.64 -3.05 0.87  0.21
C11 0.01 -4.27 0.73  -0.77
C12 -1.38 -4.27 0.68  -0.45
N5 -2.13 -3.18 0.76  -0.51
H5 -2.35 5.96 -0.15  0.19
H6 -2.10 5.96 1.55  0.19
H7 -2.95 3.94 -1.36  0.37
H8 -3.49 1.53 -1.25  0.58
H9 -2.98 1.59 2.99  0.65
H10 -2.39 3.98 2.90  0.37
H11 1.72 -2.95 0.92  0.00
H12 0.58 -5.19 0.68  0.46
H13 -1.92 -5.20 0.57  0.48
C13 4.28 0.21 2.72  -0.90
S2 3.24 -1.02 1.91  0.31
C14 4.47 -1.84 0.87  -1.10
H14 4.93 0.68 1.99  0.27
H15 4.87 -0.23 3.52  0.36
H16 3.63 0.98 3.13  0.24
H17 5.04 -2.59 1.42  0.38
H18 5.15 -1.10 0.45  0.35
H19 3.95 -2.33 0.04  0.35
O5 -0.44 0.93 -0.49  0.11
S3 -0.34 1.01 -2.00  0.04
C15 -1.06 -0.47 -2.66  0.38
C16 -0.60 -1.73 -2.28  -0.33
C17 -1.27 -2.84 -2.75  -0.56
C18 -2.37 -2.70 -3.59  -0.65
C19 -2.80 -1.44 -3.97  -0.68
C20 -2.15 -0.31 -3.50  -0.45
C21 1.38 0.79 -2.41  0.54
C22 1.71 0.67 -3.75  -0.90
C23 3.05 0.56 -4.10  -0.64
C24 4.03 0.60 -3.11  -0.59
C25 3.67 0.74 -1.78  -0.69
C26 2.34 0.84 -1.41  -0.23
H20 0.27 -1.82 -1.65  0.62
H21 -0.93 -3.83 -2.47  0.51
H22 -2.89 -3.58 -3.94  0.43
H23 -3.66 -1.34 -4.63  0.44
H24 -2.49 0.68 -3.77  0.45
H25 0.94 0.64 -4.52  0.43
H26 3.33 0.46 -5.14  0.41
H27 5.07 0.53 -3.39  0.42
H28 4.44 0.80 -1.02  0.54
H29 2.06 0.99 -0.37  0.78

Computed properties:
* E: -115247.04042 eV
* multiplicity: 1
* orbital gap (spin up / spin down): 6.1 / 6.1 eV
* HOMO (spin up / spin down): -10.77 / -10.77 eV
* ΔE to the lowest compared entry with this formula, charge and spin: 37.37 kcal/mol
* total charge: +1

No. 3
DFT (wB97M-V/def2-TZVPD) results for C26H29GeO4OsS3SbSe2 as an isolated structure.

Each line ends with the Mulliken spin population.
Atoms and positions in Å:
Os1 -2.63 -2.27 -2.00  2.53
O1 -2.16 -0.25 0.78  0.01
C1 -3.28 0.48 1.22  -0.01
C2 -4.54 -0.20 0.76  0.01
C3 -5.67 0.46 1.59  0.00
O2 -6.96 -0.07 1.34  0.00
C4 -4.91 0.03 -0.72  0.03
Se1 -3.51 0.07 -2.09  0.13
C5 -4.55 -1.68 1.14  -0.01
Se2 -3.02 -2.80 0.66  1.15
H1 -1.35 0.23 0.99  0.00
H2 -3.26 1.51 0.86  0.01
H3 -3.28 0.51 2.32  0.00
H4 -5.66 1.54 1.38  0.00
H5 -5.49 0.31 2.65  0.00
H6 -7.12 -0.05 0.39  0.00
H7 -5.38 1.01 -0.81  0.00
H8 -5.64 -0.72 -1.03  -0.01
H9 -5.38 -2.18 0.64  0.00
H10 -4.70 -1.80 2.22  -0.01
S1 -3.90 -5.78 -4.87  0.09
Sb1 -3.71 -5.46 -2.66  0.15
S2 -1.54 -4.25 -2.30  0.37
S3 -4.69 -3.17 -2.21  0.40
O3 0.79 -2.66 -2.74  0.04
C6 0.34 -1.53 -2.71  0.01
O4 -0.86 -1.21 -2.29  0.10
C7 1.25 -0.36 -3.13  -0.01
C8 2.54 -0.28 -2.29  0.00
Ge1 2.47 0.41 -0.44  0.00
C9 1.79 -0.80 0.94  0.01
C10 1.98 -0.44 2.27  0.00
C11 1.56 -1.26 3.31  0.00
C12 0.96 -2.48 3.02  -0.01
C13 0.79 -2.87 1.70  0.02
C14 1.20 -2.04 0.67  -0.02
C15 1.53 2.14 -0.37  0.00
C16 1.11 2.70 0.83  0.00
C17 0.44 3.92 0.87  0.00
C18 0.18 4.60 -0.31  0.00
C19 0.59 4.07 -1.51  0.00
C20 1.26 2.85 -1.54  0.00
C21 4.32 0.77 0.09  0.00
C22 4.81 2.06 0.27  0.00
C23 6.13 2.29 0.62  0.00
C24 7.00 1.21 0.80  0.00
C25 6.53 -0.08 0.62  0.00
C26 5.20 -0.30 0.27  0.00
H11 0.67 0.56 -3.08  0.00
H12 1.52 -0.52 -4.18  0.00
H13 3.26 0.39 -2.77  0.00
H14 2.99 -1.27 -2.26  0.00
H15 2.49 0.48 2.52  0.00
H16 1.71 -0.96 4.34  0.00
H17 0.63 -3.13 3.83  0.00
H18 0.33 -3.82 1.46  0.00
H19 1.06 -2.38 -0.35  -0.01
H20 1.30 2.19 1.77  0.00
H21 0.13 4.33 1.82  0.00
H22 -0.35 5.55 -0.28  0.00
H23 0.39 4.59 -2.44  0.00
H24 1.58 2.46 -2.50  0.00
H25 4.15 2.91 0.13  0.00
H26 6.49 3.30 0.76  0.00
H27 8.03 1.38 1.08  0.00
H28 7.19 -0.92 0.76  0.00
H29 4.84 -1.31 0.15  0.00

Computed properties:
* E: -264344.38450 eV
* multiplicity: 6
* orbital gap (spin up / spin down): 6.5 / 5.3 eV
* HOMO (spin up / spin down): -4.36 / -4.58 eV
* total charge: -1

No. 4
DFT (wB97M-V/def2-TZVPD) results for one molecule with the formula C26H29N3O2.

Each line ends with the Mulliken charge.
Atoms and positions in Å:
C1 1.92 3.17 -7.31  -1.48
C2 2.19 2.39 -6.02  0.22
C3 3.28 3.08 -5.19  -1.46
C4 0.93 2.22 -5.22  0.70
C5 0.43 0.95 -4.93  -1.10
C6 -0.72 0.77 -4.19  -0.06
C7 -1.41 1.88 -3.71  0.63
O1 -2.56 1.83 -2.96  -0.44
C8 -3.11 0.57 -2.65  -0.75
C9 -2.28 -0.27 -1.72  0.47
C10 -2.48 -1.65 -1.67  -0.88
C11 -1.73 -2.43 -0.81  -0.51
C12 -0.76 -1.85 0.00  0.31
C13 0.10 -2.73 0.86  0.05
O2 0.87 -3.53 0.38  -0.68
N1 -0.04 -2.56 2.20  0.32
C14 -0.99 -1.66 2.82  -0.51
C15 -1.20 -2.08 4.27  -1.09
N2 0.05 -2.01 4.99  0.16
C16 0.16 -1.23 6.10  0.80
C17 1.39 -1.00 6.74  -0.56
C18 1.41 -0.23 7.88  -0.50
C19 0.23 0.30 8.37  -0.51
C20 -0.93 0.02 7.68  -0.40
N3 -0.98 -0.72 6.58  -0.33
C21 1.22 -2.50 4.29  -0.64
C22 0.79 -3.34 3.09  -1.28
C23 -0.55 -0.48 -0.06  -0.20
C24 -1.31 0.30 -0.91  -0.43
C25 -0.93 3.15 -3.99  -1.18
C26 0.22 3.32 -4.73  0.03
H1 1.14 2.67 -7.89  0.36
H2 2.82 3.23 -7.91  0.44
H3 1.59 4.18 -7.09  0.30
H4 2.56 1.39 -6.30  0.40
H5 2.97 4.09 -4.92  0.30
H6 3.47 2.52 -4.28  0.36
H7 4.20 3.14 -5.76  0.44
H8 0.96 0.08 -5.29  0.27
H9 -1.05 -0.23 -3.98  0.37
H10 -4.07 0.81 -2.17  0.35
H11 -3.34 0.01 -3.57  0.42
H12 -3.23 -2.10 -2.30  0.40
H13 -1.87 -3.50 -0.78  0.45
H14 -1.94 -1.69 2.28  0.56
H15 -0.62 -0.63 2.80  0.27
H16 -1.90 -1.40 4.77  0.49
H17 -1.61 -3.10 4.32  0.23
H18 2.31 -1.41 6.34  0.30
H19 2.35 -0.03 8.38  0.40
H20 0.21 0.91 9.26  0.37
H21 -1.89 0.41 8.00  0.39
H22 1.84 -1.67 3.95  0.42
H23 1.82 -3.13 4.96  0.59
H24 0.25 -4.23 3.43  0.28
H25 1.66 -3.67 2.52  0.43
H26 0.22 -0.02 0.54  0.53
H27 -1.14 1.37 -0.96  0.46
H28 -1.47 4.00 -3.61  0.42
H29 0.58 4.32 -4.93  0.28

Computed properties:
* E: -35998.57273 eV
* multiplicity: 1
* orbital gap: 8.7 eV
* HOMO: -8.03 eV
* ΔE to the lowest compared entry with this formula, charge and spin: 18.33 kcal/mol
* SMILES: CC(C)c1ccc(OCc2ccc(C(=O)N3CCN(c4ccccn4)CC3)cc2)cc1

No. 5
DFT (wB97M-V/def2-TZVPD) results for C26H30BaClNO5SSe2Te as an isolated structure at a distorted geometry.

Each line ends with the Mulliken charge.
Atoms and positions in Å:
Ba1 -0.46 0.96 1.47  1.51
O1 0.22 -3.69 1.68  -0.74
C1 -0.17 -2.58 1.39  0.17
O2 0.53 -1.51 1.22  -0.44
C2 -1.65 -2.33 0.99  0.10
C3 -2.51 -3.43 0.72  -0.37
C4 -3.81 -3.14 0.32  -0.45
C5 -4.22 -1.82 0.40  -0.43
C6 -3.35 -0.82 0.78  0.32
N1 -2.06 -1.05 1.01  0.04
C7 -3.80 0.69 0.87  0.12
O3 -4.95 0.96 0.61  -0.74
O4 -2.86 1.54 1.18  -0.61
H1 -2.09 -4.42 0.83  0.47
H2 -4.46 -3.88 -0.08  0.44
H3 -5.21 -1.52 0.14  0.51
C8 5.36 -2.06 -1.48  -1.01
Se1 3.66 -1.81 -0.58  0.12
C9 4.37 -0.84 0.99  -0.57
C10 4.94 0.56 0.70  -0.75
Se2 3.57 1.93 0.47  0.02
C11 3.40 2.00 -1.51  -0.27
H4 5.91 -2.96 -1.22  0.29
H5 6.04 -1.22 -1.46  0.29
H6 5.05 -2.05 -2.54  0.29
H7 5.21 -1.46 1.43  0.35
H8 3.51 -0.60 1.65  0.34
H9 5.65 0.58 -0.17  0.28
H10 5.52 0.93 1.60  0.37
H11 3.96 2.87 -1.95  0.27
H12 2.31 2.05 -1.69  -0.10
H13 3.84 1.05 -1.86  0.12
Cl1 -1.82 -6.11 -7.54  -0.32
C12 -1.97 -5.26 -6.03  0.26
C13 -3.18 -4.83 -5.54  -0.34
C14 -3.23 -3.99 -4.42  -0.60
C15 -2.01 -3.49 -3.74  0.75
C16 -2.10 -2.63 -2.68  -0.97
C17 -0.80 -4.04 -4.28  -0.71
C18 -0.79 -4.85 -5.40  -0.34
H14 -4.11 -5.13 -6.04  0.28
H15 -4.15 -3.67 -3.94  0.25
H16 -3.08 -2.37 -2.33  0.09
H17 -1.26 -2.48 -1.98  0.12
H18 0.14 -3.67 -3.84  0.35
H19 0.18 -5.29 -5.72  0.23
Te1 1.44 2.13 4.31  -0.42
C19 1.27 3.97 5.26  -0.12
C20 2.33 4.68 5.80  -0.31
C21 2.15 5.88 6.52  -0.27
C22 0.90 6.40 6.76  -0.56
C23 -0.16 5.68 6.23  -0.31
C24 0.00 4.53 5.49  -0.45
H20 3.36 4.43 5.55  0.28
H21 3.00 6.44 6.88  0.32
H22 0.75 7.22 7.46  0.34
H23 -1.17 6.03 6.40  0.31
H24 -0.87 3.91 5.24  0.28
C25 -2.09 3.72 -1.09  -0.84
S1 -0.85 2.62 -1.79  0.36
C26 -1.58 0.99 -1.85  -0.96
O5 0.29 2.59 -0.74  -0.58
H25 -2.99 3.53 -1.69  0.40
H26 -1.68 4.70 -1.37  0.39
H27 -2.15 3.52 -0.03  0.15
H28 -2.35 0.95 -2.64  0.47
H29 -2.11 0.72 -0.93  0.18
H30 -0.77 0.28 -2.20  0.34

Computed properties:
* E: -201215.91838 eV
* multiplicity: 1
* orbital gap: 4.0 eV
* HOMO: -0.44 eV
* ΔE to the lowest compared entry with this formula, charge and spin: 8.56 kcal/mol
* total charge: -2

No. 6
DFT (wB97M-V/def2-TZVPD) results for C26H30BrNOPd as an isolated structure.

Each line ends with the Mulliken spin population.
Atoms and positions in Å:
Pd1 0.52 2.10 0.08  1.12
N1 2.85 1.82 0.26  0.12
C1 3.79 2.89 0.07  -0.01
C2 5.13 2.57 -0.16  0.01
C3 6.07 3.55 -0.38  0.00
C4 5.68 4.88 -0.39  0.00
C5 4.36 5.20 -0.14  0.00
C6 3.39 4.22 0.10  -0.01
C7 1.99 4.69 0.31  -0.04
C8 1.78 5.84 1.07  -0.01
C9 0.54 6.45 1.13  0.04
C10 -0.52 5.95 0.39  -0.01
C11 -0.34 4.78 -0.35  0.06
C12 0.88 4.10 -0.34  0.52
H1 3.08 1.03 -0.32  -0.01
H2 2.81 1.50 1.22  -0.01
H3 5.43 1.53 -0.15  0.00
H4 7.10 3.28 -0.56  0.00
H5 6.40 5.66 -0.60  0.00
H6 4.05 6.24 -0.17  0.00
H7 2.61 6.26 1.63  0.00
H8 0.40 7.34 1.74  0.00
H9 -1.48 6.44 0.39  0.00
H10 -1.16 4.39 -0.93  0.02
C13 -4.31 -4.11 1.13  0.00
C14 -4.31 -3.18 -0.09  0.00
C15 -4.33 -4.01 -1.37  0.00
C16 -5.59 -2.33 -0.05  0.00
C17 -3.06 -2.31 -0.06  0.00
C18 -3.09 -0.93 0.06  0.00
C19 -1.90 -0.23 0.09  0.01
Br1 -2.02 1.69 0.24  0.08
C20 -0.60 -0.79 0.00  0.04
O1 0.47 -0.06 0.05  0.07
C21 -0.59 -2.22 -0.11  0.00
C22 -1.80 -2.90 -0.13  -0.01
C23 0.69 -3.08 -0.18  0.01
C24 0.71 -4.01 1.04  0.00
C25 0.65 -3.92 -1.47  0.00
C26 2.02 -2.32 -0.19  0.00
H11 -5.23 -4.70 1.16  0.00
H12 -4.24 -3.53 2.05  0.00
H13 -3.47 -4.80 1.10  0.00
H14 -5.26 -4.60 -1.43  0.00
H15 -3.50 -4.71 -1.41  0.00
H16 -4.28 -3.37 -2.25  0.00
H17 -6.46 -2.99 -0.08  0.00
H18 -5.65 -1.66 -0.90  0.00
H19 -5.65 -1.74 0.87  0.00
H20 -4.01 -0.38 0.13  0.00
H21 -1.76 -3.98 -0.21  0.00
H22 -0.16 -4.67 1.07  0.00
H23 0.73 -3.43 1.96  0.00
H24 1.61 -4.64 1.02  0.00
H25 -0.22 -4.58 -1.50  0.00
H26 1.55 -4.54 -1.53  0.00
H27 0.62 -3.27 -2.34  0.00
H28 2.14 -1.73 0.72  0.00
H29 2.09 -1.65 -1.05  0.00
H30 2.83 -3.05 -0.24  0.00

Computed properties:
* E: -104507.20965 eV
* multiplicity: 3
* orbital gap (spin up / spin down): 7.9 / 5.6 eV
* HOMO (spin up / spin down): -7.30 / -7.26 eV
* ΔE to the lowest compared entry with this formula, charge and spin: 18.84 kcal/mol

Copy entry 4 word for word.
DFT (wB97M-V/def2-TZVPD) results for one molecule with the formula C26H29N3O2.

Each line ends with the Mulliken charge.
Atoms and positions in Å:
C1 1.92 3.17 -7.31  -1.48
C2 2.19 2.39 -6.02  0.22
C3 3.28 3.08 -5.19  -1.46
C4 0.93 2.22 -5.22  0.70
C5 0.43 0.95 -4.93  -1.10
C6 -0.72 0.77 -4.19  -0.06
C7 -1.41 1.88 -3.71  0.63
O1 -2.56 1.83 -2.96  -0.44
C8 -3.11 0.57 -2.65  -0.75
C9 -2.28 -0.27 -1.72  0.47
C10 -2.48 -1.65 -1.67  -0.88
C11 -1.73 -2.43 -0.81  -0.51
C12 -0.76 -1.85 0.00  0.31
C13 0.10 -2.73 0.86  0.05
O2 0.87 -3.53 0.38  -0.68
N1 -0.04 -2.56 2.20  0.32
C14 -0.99 -1.66 2.82  -0.51
C15 -1.20 -2.08 4.27  -1.09
N2 0.05 -2.01 4.99  0.16
C16 0.16 -1.23 6.10  0.80
C17 1.39 -1.00 6.74  -0.56
C18 1.41 -0.23 7.88  -0.50
C19 0.23 0.30 8.37  -0.51
C20 -0.93 0.02 7.68  -0.40
N3 -0.98 -0.72 6.58  -0.33
C21 1.22 -2.50 4.29  -0.64
C22 0.79 -3.34 3.09  -1.28
C23 -0.55 -0.48 -0.06  -0.20
C24 -1.31 0.30 -0.91  -0.43
C25 -0.93 3.15 -3.99  -1.18
C26 0.22 3.32 -4.73  0.03
H1 1.14 2.67 -7.89  0.36
H2 2.82 3.23 -7.91  0.44
H3 1.59 4.18 -7.09  0.30
H4 2.56 1.39 -6.30  0.40
H5 2.97 4.09 -4.92  0.30
H6 3.47 2.52 -4.28  0.36
H7 4.20 3.14 -5.76  0.44
H8 0.96 0.08 -5.29  0.27
H9 -1.05 -0.23 -3.98  0.37
H10 -4.07 0.81 -2.17  0.35
H11 -3.34 0.01 -3.57  0.42
H12 -3.23 -2.10 -2.30  0.40
H13 -1.87 -3.50 -0.78  0.45
H14 -1.94 -1.69 2.28  0.56
H15 -0.62 -0.63 2.80  0.27
H16 -1.90 -1.40 4.77  0.49
H17 -1.61 -3.10 4.32  0.23
H18 2.31 -1.41 6.34  0.30
H19 2.35 -0.03 8.38  0.40
H20 0.21 0.91 9.26  0.37
H21 -1.89 0.41 8.00  0.39
H22 1.84 -1.67 3.95  0.42
H23 1.82 -3.13 4.96  0.59
H24 0.25 -4.23 3.43  0.28
H25 1.66 -3.67 2.52  0.43
H26 0.22 -0.02 0.54  0.53
H27 -1.14 1.37 -0.96  0.46
H28 -1.47 4.00 -3.61  0.42
H29 0.58 4.32 -4.93  0.28

Computed properties:
* E: -35998.57273 eV
* multiplicity: 1
* orbital gap: 8.7 eV
* HOMO: -8.03 eV
* ΔE to the lowest compared entry with this formula, charge and spin: 18.33 kcal/mol
* SMILES: CC(C)c1ccc(OCc2ccc(C(=O)N3CCN(c4ccccn4)CC3)cc2)cc1